Record 1
Here is C3H8N2O in the gas phase from OMol25. Energies are from ωB97M-V with the def2-TZVPD basis set.

Cartesian coordinates (Å):
C: -2.36752 0.41257 0.20498
N: -1.14451 -0.30968 0.43775
C: -0.05241 -0.15285 -0.38680
O: -0.13946 0.19004 -1.55614
N: 1.13505 -0.42689 0.25396
C: 2.40864 -0.15108 -0.36613
H: -2.56685 1.07390 1.05262
H: -3.27414 -0.18832 0.06440
H: -2.23886 1.02530 -0.68847
H: -1.00872 -0.75241 1.33217
H: 1.10086 -0.48072 1.25917
H: 2.86926 0.75794 0.04922
H: 3.08384 -1.00362 -0.23144
H: 2.19482 0.00583 -1.42528

Atomic forces in eV per Å
-0.439 0.464 0.006
-0.076 -0.329 -0.083
-0.022 0.038 0.035
0.124 0.052 0.447
-0.200 -0.107 0.109
0.006 -0.006 -0.093
-0.015 0.093 -0.063
0.380 -0.277 -0.042
0.023 -0.103 0.093
-0.013 0.171 -0.095
0.064 0.051 -0.134
-0.056 -0.233 -0.157
-0.027 0.222 -0.131
0.253 -0.035 0.108

Results
Kohn-Sham gap ... 10.11 eV
SMILES string ... CNC(=O)NC
Total charge ... 0
ΔE to the lowest compared entry with this formula, charge and spin ... 39.7 kJ/mol



Record 2
Here is 2 unconnected molecules or ions with the total composition C3H8N2O from OMol25. Energies are from ωB97M-V with the def2-TZVPD basis set.

Cartesian coordinates (Å):
C: 3.89012 0.57400 0.59876
C: 3.11420 0.89928 1.63733
N: 3.42361 0.64016 2.98116
H: 4.71415 -0.12254 0.72759
H: 3.72330 0.89904 -0.41672
H: 2.43683 1.73198 1.46126
H: 4.39505 0.64509 3.25332
H: 2.88330 1.27046 3.57086
N: -4.62863 -1.47457 -1.72164
C: -4.81164 -0.57717 -2.75885
O: -4.52255 -0.87503 -3.89433
H: -5.28750 -1.72716 -1.00458
H: -4.03668 -2.20233 -2.09421
H: -5.29356 0.31877 -2.33994

Atomic forces in eV per Å
-0.044 -0.891 0.262
1.835 1.472 -0.641
-1.215 0.327 0.298
0.012 0.049 0.043
-0.308 0.140 0.109
-0.662 -0.526 0.203
-0.011 -0.098 -0.306
0.393 -0.473 0.033
1.246 -0.189 -0.880
-1.198 -1.223 1.044
0.283 1.089 0.302
-0.035 0.488 -0.019
-0.290 -0.652 0.446
-0.006 0.487 -0.894

Results
Kohn-Sham gap ... 9.54 eV
SMILES string ... C=CN.NC=O
Total charge ... 0
ΔE to the lowest compared entry with this formula, charge and spin ... 195.6 kJ/mol



Record 3
Here is 2 unconnected molecules or ions with the total composition C3H8N2O from OMol25. Energies are from ωB97M-V with the def2-TZVPD basis set.

Cartesian coordinates (Å):
O: -1.08466 2.99208 -1.91814
C: -1.07616 3.11087 -0.73926
C: -1.69652 1.97335 0.09158
H: -0.78437 4.05660 -0.30136
H: -2.71658 1.93936 -0.19647
H: -1.15386 1.14712 -0.31136
H: -1.57738 2.13592 1.16449
N: 0.58692 -1.92081 0.76346
C: 1.74427 -2.43875 0.31847
N: 1.88572 -3.31877 -0.62459
H: 0.64106 -1.70795 1.75221
H: -0.21691 -2.42000 0.37783
H: 2.69909 -2.12831 0.79501
H: 2.74939 -3.42072 -1.17186

Atomic forces in eV per Å
0.541 -0.053 -1.783
-1.562 -0.506 0.964
1.546 1.733 0.233
0.434 0.444 0.640
-0.993 -0.225 -0.131
0.071 -1.093 0.196
-0.034 -0.303 -0.100
1.893 -1.979 -0.752
-0.701 0.962 0.324
0.610 -0.138 0.305
-0.596 0.538 -0.055
-0.246 0.666 0.413
-0.474 -0.243 0.082
-0.489 0.195 -0.335

Results
Spin multiplicity ... 2
Kohn-Sham gap (alpha / beta) ... 7.16 / 2.99 eV
Total charge ... +1
ΔE to the lowest compared entry with this formula, charge and spin ... 188.6 kJ/mol



| no. | strongest force on any atom (hartree/bohr) | M (u) |
| --- | --- | --- |
| 1 | 0.0124 | 88.1 |
| 2 | 0.0474 | 88.1 |
| 3 | 0.0552 | 88.1 |